{
  "formula": "C2H6N2O2",
  "method": "ωB97M-V/def2-TZVPD",
  "energy_ha": -339.642890,
  "orbital_gap_ev": 10.159,
  "largest_force_ev_per_a": 4.40,
  "smiles": "C/C(N)=N\\OO",
  "de_lowest_ev": 5.1638,
  "symbols": ["C", "C", "N", "O", "O", "N", "H", "H", "H", "H", "H", "H"],
  "xyz": [[1.055721, -0.008721, -1.018403], [-0.009652, -0.430458, -0.067918], [-0.321322, -1.866494, -0.026839], [-0.120279, 1.566880, 0.866710], [-1.159773, 2.436994, 1.238019], [-0.666517, 0.153448, 0.824989], [-1.266607, 2.293068, 2.191741], [-0.998193, -2.169418, 0.658745], [-0.459792, -2.308304, -0.923701], [1.630615, -0.867630, -1.354501], [1.721714, 0.696935, -0.526538], [0.594086, 0.503699, -1.862303]],
  "forces_ev_per_angstrom": [[-0.13, 0.44, 0.16], [-0.80, -4.32, 0.11], [1.11, 1.31, -0.67], [-0.40, -1.33, 0.23], [-0.24, -0.18, -0.10], [0.30, 3.60, 0.58], [0.19, -0.12, -0.07], [-0.06, 0.48, -0.06], [0.07, 0.12, -0.03], [-0.13, -0.02, -0.01], [0.01, 0.02, -0.06], [0.08, 0.00, -0.07]]
}

{
  "formula": "C22H31N2O",
  "method": "ωB97M-V/def2-TZVPD",
  "energy_ha": -1041.480130,
  "orbital_gap_ev": 8.653,
  "largest_force_ev_per_a": 0.75,
  "charge": 1,
  "smiles": "C[NH+]1CCN(C(=O)[C@@]23C[C@H]4C[C@@H](C2)C[C@](c2ccccc2)(C4)C3)CC1",
  "symbols": ["C", "N", "H", "C", "H", "H", "C", "N", "C", "O", "C", "C", "H", "H", "C", "C", "C", "C", "C", "C", "C", "H", "H", "H", "H", "H", "C", "C", "C", "C", "C", "H", "H", "C", "H", "H", "H", "H", "H", "C", "H", "H", "H", "H", "H", "C", "H", "C", "H", "H", "H", "H", "H", "H", "H", "H"],
  "xyz": [[-4.467668, -2.847935, 0.647716], [-3.864256, -1.574360, 0.246764], [-3.108089, -1.283359, 0.954054], [-3.200416, -1.659007, -1.077394], [-2.317934, -2.293438, -0.973645], [-3.884477, -2.127195, -1.788957], [-2.796681, -0.240454, -1.560210], [-2.674323, 0.647303, -0.424898], [-1.616047, 0.311142, 0.456584], [-1.858550, -0.378129, 1.441285], [-0.268485, 0.895699, 0.186974], [0.786132, -0.225348, 0.181201], [0.597365, -0.882153, -0.672671], [0.688711, -0.804099, 1.101433], [2.198939, 0.361496, 0.074191], [3.271009, -0.718483, 0.048707], [2.988042, -2.075755, 0.137487], [4.000369, -3.021290, 0.109192], [5.320687, -2.631363, -0.008053], [5.619628, -1.282802, -0.094458], [4.607407, -0.342510, -0.065758], [4.873793, 0.701452, -0.133241], [6.645850, -0.960061, -0.184101], [6.108289, -3.368502, -0.030302], [3.749959, -4.069546, 0.180607], [1.972470, -2.426675, 0.234363], [2.426803, 1.282402, 1.283130], [1.393361, 2.406106, 1.294048], [1.502063, 3.228487, 0.012939], [1.239181, 2.320021, -1.185284], [-0.166119, 1.722191, -1.092590], [-0.917534, 2.513252, -1.090209], [-0.332434, 1.099652, -1.972969], [2.272602, 1.194787, -1.215718], [2.099769, 0.545718, -2.077950], [3.267046, 1.624865, -1.325752], [1.313982, 2.902049, -2.109077], [2.498364, 3.665133, -0.064837], [0.779439, 4.046848, 0.029102], [-0.008853, 1.817216, 1.404553], [-0.753147, 2.616700, 1.421206], [-0.103647, 1.237220, 2.324083], [1.567388, 3.049430, 2.162239], [3.426931, 1.712055, 1.242245], [2.356871, 0.697101, 2.202740], [-3.972293, 0.848170, 0.210373], [-4.496426, 1.623730, -0.353977], [-4.812537, -0.442464, 0.245941], [-5.424692, -0.475554, 1.147344], [-5.467474, -0.528406, -0.623977], [-3.798915, 1.221943, 1.220581], [-3.549652, 0.177103, -2.231625], [-1.852563, -0.292307, -2.099786], [-5.281739, -3.110636, -0.027518], [-4.858485, -2.769924, 1.660403], [-3.718992, -3.637534, 0.623490]],
  "forces_ev_per_angstrom": [[-0.30, -0.62, 0.20], [0.31, 0.09, 0.42], [-0.37, -0.19, -0.44], [0.38, 0.09, -0.64], [-0.11, -0.01, 0.10], [-0.01, -0.05, 0.15], [0.07, -0.17, -0.21], [-0.05, 0.27, 0.29], [-0.35, -0.06, -0.09], [0.33, 0.15, 0.15], [0.23, -0.17, 0.13], [0.06, 0.12, 0.09], [0.00, -0.13, -0.03], [-0.01, -0.08, -0.02], [0.16, -0.17, -0.05], [-0.09, 0.00, 0.00], [-0.08, 0.05, 0.00], [0.06, -0.13, 0.00], [-0.01, -0.09, 0.01], [0.06, 0.06, -0.01], [0.03, 0.00, 0.00], [0.01, 0.13, -0.01], [0.09, 0.03, -0.01], [0.07, -0.07, 0.00], [-0.01, -0.09, 0.01], [-0.13, 0.01, 0.01], [-0.19, 0.10, -0.02], [0.02, 0.21, 0.17], [-0.03, -0.07, 0.00], [0.03, 0.09, -0.19], [0.08, 0.11, 0.01], [-0.03, 0.01, -0.03], [-0.05, -0.03, -0.08], [-0.13, 0.12, 0.03], [0.04, -0.05, -0.05], [0.08, -0.02, -0.03], [-0.03, -0.04, 0.05], [0.05, 0.07, -0.01], [-0.01, 0.08, 0.00], [0.14, 0.02, 0.07], [-0.07, 0.06, 0.04], [-0.05, 0.00, -0.01], [-0.01, -0.04, -0.04], [0.08, -0.01, 0.01], [0.05, -0.04, 0.05], [-0.12, 0.13, 0.11], [-0.06, -0.10, 0.08], [-0.28, 0.60, 0.09], [0.04, -0.11, -0.07], [0.05, -0.13, 0.05], [-0.09, -0.04, -0.10], [0.07, -0.06, -0.03], [-0.08, -0.06, -0.06], [0.05, 0.09, -0.03], [0.03, 0.10, -0.02], [0.05, 0.07, -0.04]]
}

{
  "formula": "C57H48BrN4O4S2Ti",
  "method": "ωB97M-V/def2-TZVPD",
  "energy_ha": -6940.552884,
  "orbital_gap_ev": [6.025, 7.279],
  "largest_force_ev_per_a": 2.46,
  "spin_multiplicity": 3,
  "charge": 1,
  "de_lowest_ev": 3.0180,
  "symbols": ["Ti", "C", "C", "C", "C", "C", "C", "N", "N", "C", "C", "C", "C", "C", "N", "H", "H", "H", "H", "H", "H", "H", "H", "H", "C", "C", "C", "C", "C", "C", "C", "S", "O", "C", "C", "C", "C", "C", "C", "C", "C", "C", "C", "C", "C", "C", "C", "C", "C", "C", "C", "C", "C", "S", "O", "C", "C", "C", "C", "C", "C", "C", "H", "H", "H", "H", "H", "H", "H", "H", "H", "H", "H", "H", "H", "H", "H", "H", "H", "H", "H", "H", "H", "H", "H", "H", "H", "H", "C", "C", "C", "C", "C", "N", "H", "H", "H", "H", "H", "H", "H", "H", "H", "Br", "C", "C", "C", "C", "C", "C", "C", "O", "O", "H", "H", "H", "H"],
  "xyz": [[-1.259634, 0.938473, 1.764201], [-3.819407, 5.185064, -1.095722], [-4.538870, 4.000833, -0.945024], [-4.195891, 3.086015, 0.038663], [-3.102255, 3.327328, 0.862339], [-2.407686, 4.519048, 0.735575], [-2.764946, 5.449061, -0.238840], [-2.681431, 2.376386, 1.860265], [-3.737693, 1.924623, 2.539643], [-3.415677, 1.122342, 3.594972], [-4.432815, 0.645874, 4.426967], [-4.091530, -0.124626, 5.513712], [-2.748596, -0.415365, 5.752209], [-1.813383, 0.066902, 4.867364], [-2.114818, 0.830069, 3.814482], [-4.100146, 5.904325, -1.857806], [-5.376523, 3.788127, -1.600753], [-4.759476, 2.169861, 0.165723], [-1.622567, 4.759803, 1.440532], [-2.221087, 6.385022, -0.309494], [-5.456807, 0.901751, 4.187326], [-4.858229, -0.505928, 6.177840], [-2.441510, -1.027785, 6.589639], [-0.765384, -0.172627, 4.997863], [3.707078, -5.565641, 1.853766], [2.718664, -4.501457, 1.441185], [3.171369, -3.291132, 0.894428], [2.282731, -2.327636, 0.458084], [0.915474, -2.578810, 0.559912], [0.439739, -3.741170, 1.136858], [1.349307, -4.696655, 1.581590], [-0.233363, -1.382125, -0.121988], [0.380321, -0.119426, 0.471680], [0.276042, -1.625497, -1.872355], [0.365532, -3.027788, -2.142555], [1.120837, -3.529829, -3.145741], [1.967855, -2.642302, -3.861397], [2.992933, -3.104968, -4.723082], [3.792428, -2.224722, -5.395036], [3.602863, -0.836884, -5.221358], [2.602778, -0.369310, -4.416461], [1.741574, -1.259084, -3.719634], [0.684056, -0.738511, -2.857330], [0.048588, 0.539296, -3.381092], [-0.102686, 0.496627, -4.831209], [-0.186262, -0.738822, -5.535115], [-0.198226, -0.781458, -6.896932], [-0.112339, 0.410567, -7.654754], [-0.144304, 1.613305, -7.016271], [-0.205640, 1.679447, -5.598609], [-0.449776, 2.899111, -4.935918], [-0.663438, 2.877153, -3.598693], [-0.399712, 1.714637, -2.805487], [-0.777405, 2.271294, -1.160926], [-1.527958, 1.252775, -0.297172], [0.903927, 2.524392, -0.568462], [2.036980, 2.213900, -1.314110], [3.287989, 2.565760, -0.842524], [3.444701, 3.247030, 0.364846], [4.819429, 3.613365, 0.867673], [2.300367, 3.571072, 1.083653], [1.041846, 3.221945, 0.618645], [4.463586, -5.159469, 2.529407], [4.231477, -5.955529, 0.979269], [3.213278, -6.398173, 2.351576], [4.240176, -3.116146, 0.801545], [2.633389, -1.392031, 0.028624], [-0.630996, -3.905761, 1.242349], [0.981366, -5.608697, 2.039815], [-0.195915, -3.703532, -1.502513], [1.137895, -4.593619, -3.358066], [3.140246, -4.174464, -4.828239], [4.576032, -2.586446, -6.050232], [4.252102, -0.134108, -5.731070], [2.471213, 0.701008, -4.300224], [-0.272737, -1.664407, -4.980510], [-0.281170, -1.738457, -7.400847], [-0.058646, 0.365973, -8.736715], [-0.160478, 2.541515, -7.579743], [-0.561752, 3.817557, -5.504041], [-1.009537, 3.776218, -3.096419], [1.951060, 1.693350, -2.259047], [4.165098, 2.310536, -1.429336], [5.418685, 2.715134, 1.041493], [4.765397, 4.172711, 1.801546], [5.356018, 4.222839, 0.137638], [2.386983, 4.124992, 2.013433], [0.175118, 3.512817, 1.185769], [3.626027, 0.920608, 3.943145], [2.264951, 0.495815, 4.517914], [2.018407, 1.170787, 5.880302], [2.184238, -1.033824, 4.633474], [1.215108, 0.952857, 3.585099], [0.405886, 1.273731, 2.852249], [4.410220, 0.577372, 4.620825], [3.695624, 2.008029, 3.850823], [3.792191, 0.474753, 2.958845], [2.817455, 0.877672, 6.565076], [1.063902, 0.862757, 6.308933], [2.021446, 2.257591, 5.786964], [3.015023, -1.372682, 5.254600], [2.262974, -1.509856, 3.653628], [1.252581, -1.357589, 5.100108], [-6.052945, -0.315832, -1.522186], [-5.280060, -1.602961, -0.368971], [-5.767722, -2.900357, -0.378297], [-5.201379, -3.841557, 0.472870], [-4.163526, -3.482748, 1.322259], [-3.679355, -2.182459, 1.312086], [-4.236326, -1.232482, 0.460037], [-2.519744, -1.858398, 2.205142], [-2.220741, -2.544051, 3.149338], [-1.832737, -0.771797, 1.862549], [-6.581423, -3.171007, -1.042435], [-5.579702, -4.858967, 0.471952], [-3.721697, -4.199310, 2.005365], [-3.864503, -0.222933, 0.443055]],
  "forces_ev_per_angstrom": [[-0.19, 1.01, -0.58], [-0.06, -0.05, -0.01], [0.01, -0.04, 0.00], [-0.02, -0.17, -0.15], [0.17, -0.07, 0.29], [0.07, 0.22, 0.00], [0.11, -0.04, 0.08], [-0.92, 0.34, -0.21], [-0.14, 0.17, 0.17], [0.17, 0.28, -0.05], [-0.20, -0.07, 0.12], [-0.13, 0.01, 0.01], [-0.02, -0.04, 0.11], [0.22, 0.13, -0.05], [-0.35, -0.02, 0.14], [0.02, -0.08, 0.07], [0.05, 0.02, 0.07], [0.01, 0.04, -0.04], [0.07, -0.06, 0.01], [-0.04, -0.07, 0.00], [0.06, -0.02, 0.04], [0.03, 0.03, -0.05], [-0.01, 0.04, -0.07], [0.03, -0.04, -0.04], [-0.05, 0.18, -0.01], [0.05, -0.01, 0.05], [0.03, -0.04, 0.05], [-0.01, 0.01, -0.01], [-0.07, -0.17, -0.33], [-0.15, 0.03, 0.02], [0.04, -0.02, 0.05], [0.25, -0.14, -0.02], [-0.23, -0.16, -0.32], [0.26, -0.17, 0.07], [-0.05, 0.12, 0.35], [0.19, 0.01, -0.20], [0.05, -0.09, 0.04], [-0.05, 0.01, 0.00], [-0.02, 0.02, 0.01], [0.02, -0.01, 0.01], [-0.01, 0.00, 0.01], [0.09, 0.25, 0.06], [-0.08, 0.16, 0.10], [-0.08, -0.18, -0.02], [-0.09, -0.19, 0.01], [-0.06, 0.00, -0.03], [-0.01, 0.02, -0.10], [0.03, -0.05, 0.00], [-0.06, 0.02, 0.00], [-0.02, -0.09, -0.07], [0.02, 0.05, -0.11], [-0.02, -0.05, 0.11], [-0.35, 0.32, -0.26], [0.27, 0.02, 0.43], [0.40, 0.38, -0.74], [0.02, -0.01, -0.05], [-0.02, -0.17, 0.00], [0.08, 0.00, -0.01], [0.11, -0.01, 0.09], [-0.09, -0.05, -0.05], [0.06, 0.03, 0.08], [0.11, 0.03, -0.04], [-0.06, -0.02, -0.03], [-0.02, 0.00, 0.01], [-0.01, 0.02, 0.00], [-0.11, -0.03, 0.00], [-0.06, -0.13, 0.03], [0.17, 0.01, -0.02], [0.03, 0.05, -0.05], [0.12, 0.08, -0.04], [0.02, 0.09, 0.05], [-0.03, 0.05, 0.00], [-0.05, 0.03, 0.05], [-0.03, -0.06, 0.04], [0.00, -0.08, -0.04], [-0.01, 0.08, -0.07], [0.02, 0.10, 0.03], [-0.05, -0.01, 0.09], [0.00, -0.09, 0.07], [0.01, -0.11, 0.05], [0.06, -0.10, -0.02], [0.04, 0.06, 0.12], [-0.05, 0.02, 0.03], [-0.04, 0.06, -0.01], [-0.01, -0.01, -0.03], [-0.04, -0.02, 0.03], [0.00, -0.04, -0.05], [-0.25, 0.10, 0.12], [-0.01, 0.03, -0.09], [-0.01, 0.25, 0.04], [0.04, -0.06, -0.06], [-0.06, -0.03, -0.09], [1.07, -0.49, 0.84], [0.45, 0.44, 0.06], [-0.04, 0.03, -0.04], [-0.01, -0.11, 0.01], [-0.01, 0.03, 0.09], [-0.06, 0.02, -0.05], [0.03, 0.01, -0.01], [0.02, -0.03, 0.02], [-0.03, 0.02, -0.01], [0.01, 0.01, 0.03], [0.02, 0.03, -0.03], [0.02, 0.03, 0.00], [0.01, -0.02, 0.02], [-0.05, -0.10, 0.00], [-0.01, -0.03, 0.02], [-0.14, -0.17, 0.02], [0.14, 0.09, -0.15], [0.01, -0.19, 0.04], [-0.02, 0.71, -0.12], [0.23, -0.26, 0.19], [-0.97, -2.26, -0.07], [0.09, 0.03, 0.08], [0.05, 0.12, 0.00], [-0.04, 0.05, -0.06], [0.09, 0.21, -0.02]]
}